{
  "formula": "C17H44Br2N6O4P2",
  "method": "ωB97M-V/def2-TZVPD",
  "elements": ["C", "C", "Br", "C", "Br", "C", "O", "C", "O", "H", "H", "H", "H", "H", "H", "H", "H", "C", "N", "C", "P", "O", "N", "C", "C", "N", "C", "C", "H", "H", "H", "H", "H", "H", "H", "H", "H", "H", "H", "H", "H", "H", "H", "H", "H", "H", "C", "N", "C", "P", "O", "N", "C", "C", "N", "C", "C", "H", "H", "H", "H", "H", "H", "H", "H", "H", "H", "H", "H", "H", "H", "H", "H", "H", "H"],
  "positions_angstrom": [[0.54, 7.21, -3.08], [0.98, 6.52, -4.40], [1.99, 7.84, -5.47], [1.74, 5.20, -4.20], [0.58, 3.83, -3.38], [3.01, 5.27, -3.33], [4.08, 6.00, -3.95], [4.60, 6.97, -3.16], [5.18, 7.88, -3.61], [1.31, 7.05, -2.30], [0.43, 8.29, -3.24], [-0.43, 6.82, -2.73], [0.09, 6.29, -5.00], [2.06, 4.83, -5.19], [3.38, 4.23, -3.22], [2.83, 5.63, -2.31], [4.52, 6.91, -2.06], [1.00, -0.51, -0.05], [1.61, 0.78, 0.14], [2.90, 0.83, -0.54], [1.55, 1.76, 1.55], [1.41, 3.09, 0.83], [-0.04, 1.82, 2.26], [-1.22, 1.57, 1.43], [-0.25, 3.04, 3.04], [1.97, 0.37, 2.61], [0.98, -0.43, 3.33], [3.06, 0.73, 3.54], [1.54, -1.32, 0.47], [0.97, -0.76, -1.11], [-0.04, -0.53, 0.27], [3.64, 0.19, -0.05], [3.29, 1.85, -0.55], [2.80, 0.52, -1.58], [-1.18, 2.10, 0.47], [-2.13, 1.88, 1.96], [-1.35, 0.50, 1.25], [-0.48, 3.90, 2.41], [0.64, 3.28, 3.63], [-1.07, 2.90, 3.75], [0.50, 0.12, 4.14], [1.49, -1.30, 3.76], [0.21, -0.82, 2.67], [2.71, 1.42, 4.31], [3.87, 1.21, 2.99], [3.47, -0.16, 4.02], [-1.87, -3.84, -1.82], [-1.16, -3.86, -0.56], [0.26, -4.09, -0.79], [-1.70, -4.46, 0.95], [-1.10, -3.35, 1.81], [-3.35, -4.03, 1.30], [-3.94, -2.84, 0.69], [-3.62, -4.01, 2.74], [-2.27, -5.99, 0.20], [-3.64, -6.24, -0.19], [-1.77, -7.16, 0.96], [-1.90, -4.83, -2.30], [-1.38, -3.15, -2.51], [-2.89, -3.48, -1.71], [0.45, -5.12, -1.13], [0.84, -3.93, 0.12], [0.66, -3.40, -1.54], [-3.27, -1.97, 0.73], [-4.87, -2.57, 1.19], [-4.22, -3.04, -0.34], [-3.25, -3.10, 3.22], [-3.14, -4.86, 3.23], [-4.69, -4.10, 2.93], [-4.32, -6.34, 0.66], [-3.68, -7.17, -0.76], [-4.02, -5.47, -0.85], [-2.28, -7.26, 1.93], [-0.70, -7.06, 1.15], [-1.91, -8.09, 0.40]],
  "smiles": "C[C@@H](Br)[C@H](Br)COC=O.CN(C)P(=O)(N(C)C)N(C)C.CN(C)P(=O)(N(C)C)N(C)C",
  "homo_lumo_gap_ev": 7.4
}

{
  "formula": "C17H44F2MgN11O19S4",
  "method": "ωB97M-V/def2-TZVPD",
  "elements": ["Mg", "N", "S", "O", "O", "F", "S", "O", "O", "F", "C", "O", "N", "N", "H", "H", "H", "H", "C", "O", "N", "N", "H", "H", "H", "H", "C", "O", "N", "N", "H", "H", "H", "H", "C", "O", "N", "N", "H", "H", "H", "H", "C", "O", "N", "N", "H", "H", "H", "H", "C", "C", "O", "S", "O", "O", "O", "H", "H", "H", "H", "C", "C", "O", "S", "O", "O", "O", "H", "H", "H", "H", "C", "C", "C", "O", "C", "H", "H", "H", "H", "H", "H", "H", "H", "C", "C", "C", "O", "C", "H", "H", "H", "H", "H", "H", "H", "H"],
  "positions_angstrom": [[-0.78, -2.80, -0.40], [-0.24, -1.05, -0.32], [-0.82, 0.33, 0.08], [-0.80, 1.48, -0.80], [-0.77, 0.64, 1.53], [-2.34, -0.16, -0.11], [1.39, -0.30, -0.22], [1.89, 0.25, 1.02], [1.94, 0.16, -1.46], [2.17, -1.74, -0.18], [-1.21, -0.93, 5.20], [-0.14, -1.52, 5.13], [-1.46, 0.32, 4.83], [-2.28, -1.50, 5.66], [-0.79, 0.78, 4.24], [-2.43, 0.62, 4.85], [-3.14, -0.97, 5.68], [-2.25, -2.49, 5.84], [-2.53, -3.12, 2.22], [-2.08, -3.07, 1.13], [-3.21, -2.07, 2.69], [-2.43, -4.13, 3.08], [-3.70, -2.12, 3.57], [-2.96, -1.24, 2.17], [-1.95, -4.96, 2.77], [-2.76, -4.02, 4.03], [1.36, -3.67, -2.58], [0.69, -3.24, -1.71], [1.20, -4.87, -3.00], [2.39, -3.11, -3.08], [2.08, -5.30, -3.24], [0.46, -5.44, -2.62], [2.67, -3.40, -4.01], [2.65, -2.17, -2.81], [1.30, -3.93, 1.98], [0.51, -3.79, 1.04], [2.15, -4.93, 2.09], [1.38, -3.17, 3.03], [2.25, -5.52, 1.27], [2.76, -4.99, 2.89], [1.95, -3.47, 3.81], [0.68, -2.45, 3.13], [-2.83, -1.98, -2.60], [-2.21, -2.32, -1.64], [-3.07, -2.71, -3.66], [-3.23, -0.74, -2.84], [-3.68, -2.30, -4.35], [-2.75, -3.67, -3.71], [-3.68, -0.50, -3.71], [-3.27, -0.12, -2.05], [-4.95, 3.24, -0.08], [-3.47, 3.16, -0.12], [-2.93, 2.85, 1.24], [-4.16, 2.02, 2.07], [-4.37, 2.85, 3.29], [-3.99, 0.62, 2.23], [-5.36, 2.31, 0.91], [-5.45, 2.98, -1.01], [-5.32, 4.21, 0.27], [-3.10, 4.17, -0.30], [-3.23, 2.40, -0.86], [0.13, 3.45, -3.58], [-1.44, 3.46, -3.56], [-1.80, 2.76, -4.74], [-0.78, 2.96, -5.91], [-0.87, 4.36, -6.38], [-0.87, 1.79, -6.84], [0.47, 2.87, -4.85], [0.38, 2.62, -2.92], [0.59, 4.38, -3.26], [-1.98, 4.38, -3.78], [-1.99, 2.86, -2.83], [1.71, 2.96, 5.15], [2.22, 2.60, 3.80], [2.40, 1.13, 3.98], [2.87, 1.03, 5.33], [2.50, 2.13, 6.18], [0.65, 2.73, 5.20], [1.95, 3.98, 5.45], [3.23, 2.91, 3.54], [1.63, 2.87, 2.92], [3.19, 0.82, 3.29], [1.46, 0.67, 3.68], [3.50, 2.48, 6.48], [1.88, 1.88, 7.04], [3.96, 1.94, -3.56], [4.26, 0.47, -3.57], [5.24, 0.33, -4.67], [4.95, 1.31, -5.64], [4.19, 2.43, -5.03], [4.44, 2.53, -2.78], [2.94, 2.14, -3.23], [3.38, -0.12, -3.77], [4.66, 0.11, -2.62], [5.06, -0.63, -5.16], [6.22, 0.13, -4.25], [3.26, 2.52, -5.60], [4.73, 3.37, -5.00]],
  "total_charge": 1,
  "homo_lumo_gap_ev": 7.5
}

{
  "formula": "C17H44N2O4P2S2",
  "method": "ωB97M-V/def2-TZVPD",
  "elements": ["C", "C", "S", "C", "P", "S", "P", "C", "C", "H", "H", "H", "H", "H", "H", "H", "H", "H", "H", "H", "H", "H", "H", "C", "O", "C", "C", "N", "C", "C", "O", "C", "H", "H", "H", "H", "H", "H", "H", "H", "H", "H", "H", "H", "H", "H", "H", "C", "O", "C", "C", "N", "C", "C", "O", "C", "H", "H", "H", "H", "H", "H", "H", "H", "H", "H", "H", "H", "H", "H", "H"],
  "positions_angstrom": [[1.10, 3.75, 0.03], [0.25, 3.34, -1.17], [1.12, 2.98, -2.73], [2.84, 3.46, -2.47], [4.10, 2.25, -3.09], [3.30, 1.50, -4.90], [3.89, 0.72, -1.55], [2.18, 0.05, -1.54], [4.77, -0.69, -2.33], [0.46, 3.84, 0.91], [1.88, 3.01, 0.24], [1.60, 4.70, -0.14], [-0.47, 4.14, -1.38], [-0.32, 2.45, -0.93], [3.05, 4.42, -2.94], [3.05, 3.56, -1.40], [2.31, 0.74, -4.42], [2.26, -0.95, -1.11], [1.71, -0.03, -2.52], [1.55, 0.65, -0.88], [4.77, -1.50, -1.59], [4.25, -1.04, -3.22], [5.79, -0.42, -2.57], [0.42, 0.40, 5.69], [0.05, 0.43, 4.32], [0.90, 1.23, 3.50], [1.61, 0.37, 2.48], [2.57, -0.51, 3.12], [3.18, -1.48, 2.21], [2.28, -2.54, 1.60], [1.77, -3.47, 2.54], [0.54, -3.11, 3.15], [-0.33, -0.18, 6.21], [1.40, -0.06, 5.84], [0.44, 1.41, 6.11], [1.63, 1.77, 4.12], [0.28, 1.96, 2.99], [2.14, 1.02, 1.78], [0.84, -0.17, 1.91], [2.12, -1.01, 3.88], [3.98, -1.99, 2.75], [3.65, -0.92, 1.40], [2.88, -3.12, 0.90], [1.45, -2.10, 1.03], [-0.09, -2.53, 2.47], [0.68, -2.54, 4.07], [0.02, -4.04, 3.40], [-6.05, -1.61, -3.14], [-5.87, -0.83, -1.98], [-5.67, -1.59, -0.79], [-4.30, -1.32, -0.22], [-3.27, -1.85, -1.09], [-1.91, -1.50, -0.72], [-1.51, -0.03, -0.78], [-1.49, 0.50, -2.09], [-2.71, 1.05, -2.55], [-6.25, -0.92, -3.96], [-5.16, -2.20, -3.38], [-6.90, -2.29, -3.04], [-5.80, -2.66, -0.99], [-6.43, -1.29, -0.06], [-4.22, -1.80, 0.76], [-4.21, -0.23, -0.06], [-3.44, -1.53, -2.04], [-1.23, -2.06, -1.37], [-1.73, -1.86, 0.31], [-0.48, 0.04, -0.41], [-2.14, 0.59, -0.13], [-3.28, 1.49, -1.72], [-3.34, 0.32, -3.05], [-2.46, 1.84, -3.26]],
  "smiles": "CCSCP(S)#P(C)C.COCCNCCOC.COCCNCCOC",
  "homo_lumo_gap_ev": 8.9
}

{
  "formula": "C17H45Cu2O16S5",
  "method": "ωB97M-V/def2-TZVPD",
  "elements": ["Cu", "Cu", "C", "C", "O", "H", "H", "H", "H", "H", "O", "S", "O", "O", "C", "C", "C", "H", "H", "H", "H", "H", "H", "H", "H", "O", "S", "O", "O", "C", "C", "C", "H", "H", "H", "H", "H", "H", "H", "H", "O", "S", "O", "O", "C", "C", "C", "H", "H", "H", "H", "H", "H", "H", "H", "O", "S", "O", "O", "C", "C", "C", "H", "H", "H", "H", "H", "H", "H", "H", "O", "S", "O", "O", "C", "C", "C", "H", "H", "H", "H", "H", "H", "H", "H"],
  "positions_angstrom": [[29.59, -23.34, 1.70], [29.99, -24.82, 4.85], [26.33, -26.07, 2.78], [27.79, -26.05, 2.31], [28.66, -25.18, 2.90], [25.93, -25.05, 2.74], [26.17, -26.50, 3.77], [25.65, -26.69, 2.19], [27.79, -25.75, 1.24], [28.18, -27.08, 2.26], [25.60, -24.75, 6.54], [26.84, -25.44, 6.75], [27.99, -25.13, 5.91], [27.38, -25.24, 8.26], [26.37, -24.96, 9.25], [27.09, -24.91, 10.60], [26.60, -27.25, 6.84], [25.65, -25.78, 9.36], [25.88, -24.01, 9.02], [27.82, -24.10, 10.52], [27.63, -25.83, 10.84], [26.45, -24.59, 11.42], [27.53, -27.65, 7.23], [26.32, -27.62, 5.85], [25.73, -27.40, 7.48], [27.88, -23.24, 0.26], [27.66, -22.51, -0.97], [28.75, -22.39, -1.89], [26.42, -23.17, -1.76], [25.21, -23.46, -1.03], [24.07, -22.86, -1.86], [26.92, -20.89, -0.57], [25.23, -22.99, -0.04], [25.14, -24.54, -0.92], [23.12, -22.91, -1.34], [23.97, -23.44, -2.78], [24.32, -21.83, -2.08], [26.62, -20.33, -1.46], [27.67, -20.27, -0.08], [26.09, -21.02, 0.11], [20.95, -24.45, 3.60], [21.65, -25.67, 3.96], [21.20, -26.54, 4.97], [22.02, -26.56, 2.62], [22.31, -25.86, 1.43], [21.08, -25.71, 0.52], [23.44, -25.30, 4.49], [23.16, -26.36, 0.95], [22.71, -24.84, 1.61], [20.27, -25.24, 1.08], [20.74, -26.68, 0.17], [21.32, -25.08, -0.34], [23.30, -24.86, 5.48], [23.98, -24.73, 3.75], [23.86, -26.29, 4.64], [30.83, -24.97, -2.32], [30.27, -25.34, -1.07], [30.47, -24.51, 0.12], [28.67, -25.59, -1.23], [28.19, -26.51, -2.26], [27.19, -27.42, -1.56], [30.84, -27.01, -0.67], [29.04, -27.01, -2.73], [27.68, -25.88, -2.99], [26.77, -28.11, -2.29], [26.48, -26.85, -0.97], [27.81, -28.03, -0.89], [31.70, -26.87, -0.01], [31.21, -27.43, -1.61], [30.07, -27.60, -0.19], [31.54, -28.31, 2.48], [31.08, -27.99, 3.79], [30.86, -26.66, 4.29], [29.67, -28.80, 4.06], [29.18, -29.74, 3.07], [29.71, -31.14, 3.40], [32.12, -28.82, 5.01], [29.49, -29.52, 2.05], [28.10, -29.64, 3.10], [30.78, -31.11, 3.60], [29.63, -31.82, 2.55], [29.18, -31.59, 4.23], [32.55, -29.72, 4.59], [31.48, -29.02, 5.87], [32.88, -28.07, 5.24]],
  "total_charge": 3,
  "relative_energy_kcal_mol": 0.00,
  "multiplicity": 3,
  "s2": 2.020,
  "homo_lumo_gap_ev": [9.1, 3.3]
}

{
  "formula": "C17H45FN3O9P2S",
  "method": "ωB97M-V/def2-TZVPD",
  "elements": ["C", "N", "C", "C", "S", "O", "O", "F", "C", "O", "P", "P", "C", "O", "O", "H", "H", "H", "H", "H", "H", "H", "H", "H", "H", "H", "H", "H", "H", "H", "C", "O", "C", "C", "N", "C", "C", "O", "C", "H", "H", "H", "H", "H", "H", "H", "H", "H", "H", "H", "H", "H", "H", "H", "C", "O", "C", "C", "N", "C", "C", "O", "C", "H", "H", "H", "H", "H", "H", "H", "H", "H", "H", "H", "H", "H", "H", "H"],
  "positions_angstrom": [[2.45, 2.92, -3.95], [1.20, 2.26, -3.61], [1.30, 0.87, -3.23], [2.23, 0.45, -2.07], [2.51, 1.65, -0.64], [2.10, 1.10, 0.58], [3.84, 2.15, -0.62], [1.60, 2.96, -0.82], [3.61, -0.02, -2.67], [3.74, -1.40, -2.54], [2.96, -1.81, -1.03], [1.96, -3.58, -1.98], [1.06, -4.30, -0.52], [0.71, -3.05, -3.01], [1.70, -0.64, -1.48], [2.28, 3.99, -3.89], [2.72, 2.67, -4.97], [3.28, 2.70, -3.29], [0.64, 2.79, -2.98], [1.57, 0.28, -4.10], [0.31, 0.54, -2.95], [3.67, 0.15, -3.75], [4.47, 0.52, -2.28], [3.81, -0.82, -0.42], [3.96, -2.81, -0.66], [2.34, -2.01, 0.27], [1.62, -5.12, -0.10], [0.08, -4.63, -0.85], [0.94, -3.51, 0.22], [0.11, -3.79, -3.21], [-1.65, -4.35, 2.57], [-0.66, -5.35, 2.46], [0.37, -5.26, 3.44], [0.31, -6.43, 4.40], [-0.87, -6.36, 5.25], [-1.13, -7.57, 6.03], [-1.47, -8.84, 5.27], [-2.71, -8.80, 4.60], [-2.68, -8.24, 3.29], [-2.30, -4.43, 1.70], [-2.26, -4.48, 3.48], [-1.21, -3.35, 2.58], [0.32, -4.31, 3.98], [1.32, -5.29, 2.91], [1.20, -6.43, 5.02], [0.31, -7.34, 3.79], [-1.68, -6.17, 4.68], [-1.96, -7.35, 6.70], [-0.26, -7.76, 6.66], [-1.56, -9.64, 6.01], [-0.67, -9.15, 4.58], [-1.73, -8.43, 2.79], [-2.88, -7.17, 3.31], [-3.47, -8.72, 2.71], [-3.61, 9.10, -1.89], [-2.27, 9.19, -1.44], [-2.07, 8.69, -0.12], [-1.23, 7.43, -0.14], [-1.97, 6.31, -0.72], [-1.15, 5.12, -0.98], [-0.04, 5.24, -2.02], [-0.51, 5.43, -3.34], [-0.75, 6.77, -3.72], [-3.66, 9.62, -2.84], [-3.92, 8.06, -2.04], [-4.29, 9.58, -1.19], [-3.02, 8.51, 0.39], [-1.53, 9.46, 0.44], [-0.95, 7.17, 0.89], [-0.31, 7.65, -0.70], [-2.38, 6.61, -1.59], [-1.83, 4.34, -1.31], [-0.71, 4.79, -0.03], [0.48, 4.29, -2.02], [0.70, 6.00, -1.76], [-0.08, 7.46, -3.21], [-1.79, 7.06, -3.53], [-0.58, 6.84, -4.79]],
  "total_charge": -1,
  "relative_energy_kcal_mol": 0.00,
  "homo_lumo_gap_ev": 6.1
}

{
  "formula": "C17H45N3O5",
  "method": "ωB97M-V/def2-TZVPD",
  "elements": ["O", "H", "H", "H", "O", "H", "C", "C", "C", "O", "C", "N", "H", "H", "H", "H", "H", "H", "H", "H", "H", "H", "H", "C", "C", "C", "O", "C", "N", "H", "H", "H", "H", "H", "H", "H", "H", "H", "H", "H", "C", "C", "C", "C", "C", "C", "N", "O", "C", "C", "C", "H", "H", "H", "H", "H", "H", "H", "H", "H", "H", "H", "H", "H", "H", "H", "H", "H", "H", "H"],
  "positions_angstrom": [[-4.15, -0.12, -0.64], [-4.65, -0.72, -0.07], [-4.65, 0.71, -0.74], [-3.24, 0.09, -0.15], [-1.99, 0.12, 0.56], [-1.24, -0.48, 0.59], [-2.38, 2.37, -3.15], [-0.94, 2.41, -2.64], [-0.11, 3.39, -3.50], [-0.02, 3.04, -4.85], [0.82, 3.82, -5.67], [-0.90, 2.79, -1.23], [-2.32, 2.02, -4.18], [-2.84, 3.36, -3.28], [-2.99, 1.70, -2.55], [-0.60, 1.37, -2.71], [0.90, 3.24, -3.10], [-0.54, 4.38, -3.36], [0.95, 3.25, -6.59], [1.81, 3.86, -5.19], [0.53, 4.87, -5.79], [-1.51, 2.18, -0.69], [0.01, 2.52, -0.87], [-2.42, -4.90, 2.09], [-1.78, -3.65, 1.51], [-1.91, -3.53, -0.02], [-1.69, -4.77, -0.64], [-1.63, -4.82, -2.06], [-2.34, -2.46, 2.13], [-2.57, -4.81, 3.16], [-1.70, -5.70, 1.91], [-3.41, -5.09, 1.67], [-0.74, -3.74, 1.82], [-1.23, -2.77, -0.42], [-2.97, -3.33, -0.21], [-1.08, -3.98, -2.50], [-2.62, -4.89, -2.51], [-1.01, -5.69, -2.29], [-3.35, -2.57, 2.02], [-2.18, -1.61, 1.58], [0.65, 0.78, 3.95], [1.80, 0.94, 2.96], [2.86, -0.10, 3.34], [3.87, -0.39, 2.21], [3.06, -0.77, 0.96], [2.15, 0.36, 0.44], [1.30, 0.79, 1.60], [0.25, 1.65, 1.20], [2.99, 1.52, -0.10], [1.22, -0.27, -0.59], [2.37, 2.37, 3.13], [-0.13, 1.54, 3.87], [1.08, 0.69, 4.95], [0.09, -0.12, 3.65], [3.41, 0.39, 4.15], [2.42, -0.98, 3.80], [4.56, -1.21, 2.41], [4.51, 0.44, 1.91], [2.53, -1.72, 1.09], [3.76, -1.05, 0.17], [3.44, 1.18, -1.04], [2.45, 2.46, -0.03], [3.85, 1.73, 0.53], [1.79, -0.50, -1.50], [0.72, -1.09, -0.09], [0.45, 0.42, -0.96], [3.31, 2.43, 2.57], [2.64, 2.53, 4.18], [1.72, 3.14, 2.72], [-0.47, 1.00, 1.05]],
  "relative_energy_kcal_mol": 41.79,
  "homo_lumo_gap_ev": 6.6
}